Entry 1:
{
  "formula": "C14H37NNbO6",
  "method": "ωB97M-V with the def2-TZVPD basis set",
  "elements": ["N", "C", "C", "Nb", "H", "H", "H", "H", "H", "H", "H", "H", "H", "C", "O", "C", "C", "O", "C", "C", "O", "C", "H", "H", "H", "H", "H", "H", "H", "H", "H", "H", "H", "H", "H", "H", "C", "O", "C", "C", "O", "C", "C", "O", "C", "H", "H", "H", "H", "H", "H", "H", "H", "H", "H", "H", "H", "H", "H"],
  "xyz": [[-5.326475, 0.044193, 2.141456], [-5.187313, -0.810481, 1.195096], [-4.740187, -2.183737, 1.371948], [-2.493262, -2.273760, 0.871155], [-5.631238, 0.935291, 1.759804], [-5.395159, -0.534004, 0.157148], [-4.898950, -2.492109, 2.403448], [-5.246725, -2.844184, 0.667422], [-2.710750, -1.446952, -0.787883], [-2.067029, -0.599209, 1.514024], [-2.280067, -3.264449, 2.433057], [-2.679507, -3.771219, -0.218531], [-0.681935, -2.475985, 0.660774], [6.007390, -2.669594, -1.743787], [4.744672, -2.084077, -1.917702], [4.658065, -1.104044, -2.929870], [3.393598, -1.226052, -3.740774], [3.341620, -2.361391, -4.576555], [3.081691, -3.617341, -3.976934], [1.652013, -3.816406, -3.539053], [1.314645, -3.005230, -2.445351], [0.057942, -2.354470, -2.541826], [6.669457, -2.049379, -1.125699], [5.858975, -3.623906, -1.240760], [6.499389, -2.849360, -2.706263], [5.526360, -1.168363, -3.598445], [4.656555, -0.102696, -2.476639], [3.396440, -0.377043, -4.430621], [2.513430, -1.146815, -3.098418], [3.767262, -3.825336, -3.150558], [3.272323, -4.343164, -4.772294], [1.542633, -4.877768, -3.267999], [0.985966, -3.619555, -4.388825], [-0.088266, -1.963922, -3.556653], [0.047972, -1.524213, -1.841412], [-0.772481, -3.013553, -2.278009], [-2.356584, 5.885476, 1.219966], [-2.192871, 4.906839, 2.208935], [-2.958199, 3.724598, 2.022294], [-2.182385, 2.471021, 2.314723], [-1.175036, 2.172536, 1.378603], [0.009197, 2.917224, 1.307072], [0.950973, 2.703491, 2.465212], [0.474599, 3.272727, 3.670620], [0.559601, 2.434323, 4.795968], [-3.253054, 6.498729, 1.385166], [-1.482762, 6.536405, 1.250069], [-2.426006, 5.437761, 0.222387], [-3.336226, 3.680098, 0.993797], [-3.823150, 3.739621, 2.698382], [-2.883936, 1.636956, 2.220553], [-1.808909, 2.473252, 3.343881], [-0.165660, 3.987457, 1.140873], [0.523267, 2.518149, 0.427747], [1.913342, 3.166480, 2.203070], [1.113521, 1.626987, 2.587355], [0.263764, 1.408733, 4.552940], [-0.124859, 2.826121, 5.546610], [1.572319, 2.415298, 5.219307]],
  "forces_ev_per_angstrom": [[0.035, -0.071, 0.063], [-0.097, 0.202, -0.084], [0.103, 0.045, 0.512], [-1.048, 0.205, 0.898], [-0.018, 0.057, -0.063], [0.000, 0.109, -0.125], [-0.005, -0.177, 0.056], [0.132, -0.177, -0.090], [-0.025, -0.182, -0.065], [0.375, -0.016, -0.889], [0.070, -0.360, -0.164], [0.534, 0.602, -0.383], [-0.063, -0.221, 0.344], [0.087, 0.099, 0.026], [-0.175, -0.143, -0.026], [0.258, 0.216, 0.089], [-0.119, 0.224, 0.012], [0.096, -0.040, -0.206], [0.048, -0.187, 0.004], [-0.252, -0.221, -0.009], [0.148, 0.209, 0.044], [-0.086, -0.053, -0.073], [-0.014, 0.022, -0.038], [0.007, -0.007, 0.038], [0.010, -0.045, -0.003], [-0.029, -0.050, -0.006], [0.092, 0.004, 0.012], [-0.093, 0.038, 0.043], [0.092, -0.104, 0.008], [-0.084, 0.113, -0.011], [0.057, -0.041, 0.042], [-0.091, 0.006, -0.034], [0.024, 0.022, 0.005], [-0.040, 0.008, 0.010], [0.050, -0.033, 0.110], [0.026, -0.042, -0.019], [-0.104, 0.039, -0.024], [0.208, -0.125, 0.053], [-0.329, 0.181, -0.033], [-0.014, -0.192, 0.212], [-0.063, -0.191, -0.373], [0.069, 0.156, -0.004], [0.308, -0.062, 0.095], [-0.141, 0.105, -0.053], [0.063, -0.052, -0.002], [-0.009, -0.046, -0.005], [-0.005, 0.032, 0.020], [0.032, 0.021, -0.026], [0.051, -0.011, -0.002], [-0.056, 0.047, -0.047], [0.014, -0.010, 0.098], [0.043, 0.116, -0.093], [-0.057, -0.063, 0.133], [0.001, 0.092, -0.049], [0.036, -0.062, 0.037], [-0.033, 0.006, 0.007], [-0.027, -0.004, 0.023], [0.006, 0.025, 0.040], [0.002, -0.013, -0.037]],
  "lowdin_charge": [0.02, -0.47, -0.42, 0.85, 0.01, 0.08, 0.02, 0.02, -0.17, -0.14, -0.19, -0.17, -0.20, -0.12, -0.19, -0.21, -0.19, -0.12, -0.19, -0.22, -0.20, -0.13, 0.08, 0.09, 0.08, 0.12, 0.13, 0.13, 0.12, 0.12, 0.12, 0.13, 0.12, 0.08, 0.06, 0.06, -0.13, -0.19, -0.20, -0.20, -0.14, -0.20, -0.20, -0.19, -0.12, 0.08, 0.08, 0.09, 0.12, 0.13, 0.09, 0.12, 0.12, 0.13, 0.12, 0.13, 0.09, 0.08, 0.08],
  "charge": -1,
  "gap_ev": 7.5649,
  "mol_weight_g_mol": 408.36,
  "homo_energy_ev": -4.911,
  "e_lumo_ev": 2.65,
  "e_tot_ha": -1118.410167
}


Entry 2:
{
  "formula": "C3H2Cl3N",
  "method": "ωB97M-V with the def2-TZVPD basis set",
  "elements": ["C", "C", "C", "N", "Cl", "Cl", "Cl", "H", "H"],
  "xyz": [[-0.959244, 1.069906, -1.658831], [-1.585187, -1.085620, -0.860429], [-1.926101, 0.358745, -0.921688], [-0.279570, 1.779300, -2.264493], [-0.426607, -1.261183, 0.618626], [-2.942320, 1.921711, 2.911345], [-3.119727, 1.060310, 0.067171], [-2.380847, -1.842560, -0.634837], [-1.004142, -1.420433, -1.850983]],
  "forces_ev_per_angstrom": [[-1.099, 1.292, 0.494], [0.849, -1.692, -0.584], [0.436, -1.138, -0.211], [0.354, -0.171, -0.193], [-0.524, -0.029, -0.991], [0.035, -0.080, -0.198], [0.625, -0.135, -0.441], [0.507, 1.136, -0.301], [-1.183, 0.817, 2.425]],
  "lowdin_charge": [-0.28, -0.53, -0.75, 0.20, 0.48, -0.04, 0.70, 0.08, 0.14],
  "gap_ev": [9.1653, 5.7661],
  "relative_energy_kcal_mol": 67.2,
  "mol_weight_g_mol": 158.42,
  "homo_energy_ev": [-11.513, -9.589],
  "e_lumo_ev": [-2.35, -3.82],
  "e_tot_ha": -1550.711789
}